Molecular formula: C13H21ClGdIN4O
Method: DFT, wB97M-V/def2-TZVPD

The value obtained for the energy above the lowest of the compared OMol25 structures with the same formula, charge and spin is 1.599 eV. The expectation value of S² is 16.7818. The value obtained for the HOMO energy (alpha / beta) is 1.86 / 1.65 eV. Its electronic energy is -2325.3573 a.u. As for the total charge: -2. Its spin multiplicity is 8. The value obtained for the frontier orbital gap (alpha / beta) is 2.859 / 3.224 eV.

Geometry (Å):
C 1.211 -1.158 -3.093
I -2.616 2.087 -3.484
H 1.339 -1.828 -3.961
H 2.034 -1.242 -2.383
H 1.217 -0.173 -3.546
C -0.104 2.780 2.009
C -1.395 2.472 1.820
N -1.474 1.757 0.634
C -0.163 1.372 0.279
N 0.633 2.160 1.032
H 0.352 3.407 2.756
H -2.265 2.822 2.327
C 1.395 -2.541 1.452
C 0.848 -0.984 -0.092
N 1.619 -1.250 1.027
H 0.402 -4.227 0.399
N 0.293 -2.197 -0.451
H 1.746 -2.889 2.407
Gd -2.154 0.137 -1.621
C 0.347 0.259 -0.626
O 0.010 0.508 -1.853
C 0.655 -3.182 0.477
C -0.378 -2.417 -1.724
H -1.494 -2.308 -1.671
H -0.131 -3.425 -2.071
H 0.128 -1.586 -2.583
C 2.624 -0.443 1.711
H 3.367 -1.109 2.179
H 2.142 0.148 2.504
H 3.156 0.198 0.998
C 2.061 2.475 0.847
H 2.183 3.576 0.817
H 2.411 2.028 -0.098
H 2.629 2.113 1.719
C -2.787 1.963 -0.011
H -2.798 2.252 -1.106
H -3.205 2.881 0.418
H -3.540 1.186 0.249
Cl -4.030 -1.370 0.190
C -2.321 -1.256 0.397
H -2.063 -0.733 1.331
H -1.881 -2.260 0.396


Molecular formula: C5H13NO
Method: DFT, wB97M-V/def2-TZVPD

The value obtained for the energy above the lowest of the compared OMol25 structures with the same formula, charge and spin is 1.902 eV. The expectation value of S² is 0.7512. The value obtained for the HOMO energy (alpha / beta) is 1.59 / -4.15 eV. Its electronic energy is -328.2030 a.u. As for the total charge: -1. Its spin multiplicity is 2. The value obtained for the frontier orbital gap (alpha / beta) is 1.926 / 8.068 eV.

Geometry (Å):
C 1.311 1.541 -1.657
C 0.671 1.664 -0.233
N -1.762 0.270 -1.043
C -0.801 -0.362 -0.267
C 0.256 0.301 0.250
C -1.078 -1.814 -0.027
H 1.845 0.578 -1.695
H 2.204 2.105 -1.953
H 0.483 1.573 -2.365
H 1.450 2.044 0.428
H -0.151 2.382 -0.324
H -2.338 -0.183 -1.740
H -1.565 1.230 -1.282
H 0.888 -0.159 1.010
H -0.654 -2.257 0.870
H -0.761 -2.379 -0.903
H -2.158 -1.933 0.137
H 0.596 -1.900 2.342
H 0.926 -0.464 2.880
O 1.289 -1.352 2.724


Molecular formula: C12H13N
Method: DFT, wB97M-V/def2-TZVPD

The value obtained for the energy above the lowest of the compared OMol25 structures with the same formula, charge and spin is 1.457 eV. The value obtained for the HOMO energy is -8.46 eV. Its electronic energy is -519.7687 a.u. The SMILES is CC(C)c1ccc2ncccc2c1. As for the total charge: 0. The value obtained for the frontier orbital gap is 8.781 eV.

Geometry (Å):
C 2.648 -0.284 1.266
C 2.311 0.299 -0.093
C 2.877 -0.684 -1.138
C 0.850 0.584 -0.160
C 0.341 1.909 -0.026
C -1.017 2.106 -0.153
C -1.974 0.954 -0.075
C -4.088 0.129 -0.027
C -3.623 -1.188 0.109
C -2.320 -1.480 0.067
C -1.468 -0.343 -0.015
C -0.048 -0.514 -0.120
H 3.756 -0.011 1.684
H 1.953 0.257 2.076
H 2.479 -1.459 1.276
H 2.915 1.224 -0.137
H 2.819 -0.347 -2.309
H 2.413 -1.645 -1.121
H 3.940 -0.708 -1.012
H 1.028 2.742 0.324
H -1.508 3.064 -0.064
H -5.135 0.280 -0.118
H -4.206 -2.110 -0.013
H -2.001 -2.456 0.149
H 0.382 -1.483 -0.240
N -3.323 1.164 -0.130


Molecular formula: C2H5ClFN
Method: DFT, wB97M-V/def2-TZVPD

The value obtained for the energy above the lowest of the compared OMol25 structures with the same formula, charge and spin is 4.930 eV. The value obtained for the HOMO energy is -10.27 eV. Its electronic energy is -693.8288 a.u. As for the total charge: 0. The value obtained for the frontier orbital gap is 10.181 eV.

Geometry (Å):
C -0.517 -1.248 -0.382
C 0.053 -0.382 0.653
H -1.262 0.708 -1.140
H -1.649 -0.814 -2.668
H -0.731 -2.169 0.202
H 0.311 -1.677 -0.965
H -0.503 -0.192 1.523
N -1.793 -0.561 -1.105
F 1.445 -0.717 1.016
Cl 0.363 1.430 0.001


What is the total charge in the first record?
-2